This record from the Open Molecules 2025 dataset describes a 20-piece molecular cluster, C14H68O20 overall in a non-equilibrium geometry. The level of theory is ωB97M-V/def2-TZVPD.

Positions of all 102 atoms, in Å:
O 0.39 -2.22 -0.11
O -4.46 -1.06 -0.12
O 4.42 -1.57 0.54
O 1.66 1.31 -4.34
O -2.18 0.85 -1.20
O 3.11 0.43 -2.13
O -1.44 -6.28 2.80
O 0.12 -5.05 0.29
O 2.78 2.02 0.05
O -1.18 5.03 -3.07
O -0.04 0.48 0.09
O -2.52 -0.78 3.63
O 2.70 -0.14 2.05
O -1.00 5.10 2.83
O -3.23 3.86 -1.24
O 0.50 -0.92 3.35
O -0.52 -4.74 -3.45
O 0.91 3.41 1.99
O 5.48 3.72 -0.21
O 2.87 -2.52 -1.71
C 2.30 4.84 3.00
C -0.99 -5.20 3.67
C -0.50 -3.34 -3.36
C 1.81 3.38 3.01
C 0.09 4.41 -2.96
C -2.09 1.55 2.75
C -0.37 0.35 -4.11
C -3.66 -2.11 0.35
C 0.52 -4.88 3.57
C -1.84 -2.90 -2.72
C 1.18 5.41 -2.77
C 0.90 0.22 -4.95
C -2.98 0.30 2.83
C -4.34 -3.44 -0.04
H 1.18 2.83 1.27
H -2.09 -3.58 -1.91
H 1.86 -0.53 2.31
H -4.05 4.26 -1.53
H 2.13 4.98 -2.47
H -3.28 -1.35 3.71
H 0.31 -3.15 0.11
H 5.87 4.16 0.55
H 0.28 3.80 -3.85
H 3.86 -1.21 1.23
H 2.98 5.01 3.84
H 0.23 -0.41 0.28
H 0.82 0.35 -6.03
H -2.55 4.31 -1.75
H -0.77 -5.20 -2.65
H 0.93 6.16 -2.01
H -0.15 0.42 -3.04
H 1.43 5.48 3.12
H -1.24 -5.44 4.71
H -1.10 -0.42 -4.34
H -0.83 1.33 -4.26
H -4.35 -3.57 -1.12
H -0.18 -5.21 1.19
H -0.51 4.28 2.75
H -2.11 2.10 3.70
H 2.95 -0.51 -2.02
H -1.32 0.73 -0.81
H -3.15 -0.11 1.83
H -0.45 -0.93 3.19
H -0.43 -2.85 -4.33
H -3.79 -0.40 -0.31
H 3.55 -2.17 -1.14
H 2.64 0.66 -2.94
H 1.40 3.14 3.99
H 0.59 -1.10 4.28
H -1.09 5.55 -3.87
H 0.70 -4.15 4.35
H 1.09 -2.19 -0.77
H -1.72 5.00 2.20
H 2.78 1.55 -0.78
H 5.15 -1.96 1.01
H 3.09 1.39 0.70
H -2.16 1.74 -1.56
H -2.59 -2.12 0.13
H -1.51 -4.28 3.44
H -2.56 2.23 2.04
H -1.08 1.37 2.37
H 3.17 -0.02 2.87
H 0.33 -3.15 -2.68
H 1.13 -5.77 3.72
H -2.66 -2.96 -3.43
H 0.80 -4.44 2.62
H 1.47 5.94 -3.68
H -5.41 -3.50 0.20
H 3.29 -2.62 -2.56
H 1.49 -0.67 -4.75
H -3.70 -2.21 1.44
H -0.60 -5.36 -0.26
H 2.61 2.64 2.89
H 4.68 3.32 0.13
H 0.71 1.02 0.35
H 2.93 5.04 2.13
H -3.87 -4.22 0.55
H -1.73 -1.94 -2.21
H -3.95 0.66 3.17
H -1.38 -7.14 3.24
H 0.08 3.75 -2.09
H 1.44 2.15 -4.75

E_tot: -56570.27553 eV
Maximum force: 0.0605 Eh/bohr